(1)
44
Properties=species:S:1:pos:R:3:lowdin_charge:R:1 method="wB97M-V/def2-TZVPD" fmax_ev_per_a=10.4 charge=-2 de_lowest_kj_mol=596.7 homo_lumo_gap_ev=4.56 e_homo_ev=-3.087
N 24.74 -1.61 -22.02 0.364
H 24.88 -0.61 -22.05 0.150
H 24.39 -1.88 -22.93 0.150
H 24.02 -1.83 -21.36 0.158
H 25.64 -2.05 -21.88 0.163
O 28.53 -3.40 -19.68 0.060
C 29.41 -4.26 -19.43 -0.426
O 29.22 -5.12 -18.53 0.286
B 30.50 -5.84 -18.35 -0.869
O 31.40 -5.20 -19.29 0.241
C 30.75 -4.37 -20.08 -0.354
O 31.26 -3.77 -21.04 0.093
O 30.32 -7.29 -18.60 0.205
C 30.81 -8.02 -17.55 -0.336
O 30.77 -9.22 -17.40 0.131
C 31.48 -6.98 -16.55 -0.353
O 31.13 -5.78 -17.02 0.214
O 31.97 -7.25 -15.47 0.108
O 26.39 -10.87 -19.24 0.042
C 25.84 -10.10 -20.14 -0.321
O 26.44 -9.49 -21.10 0.255
B 25.54 -8.56 -21.76 -0.818
O 24.23 -8.84 -21.04 0.239
C 24.39 -9.67 -20.10 -0.424
O 23.54 -9.92 -19.22 0.097
O 25.54 -8.92 -23.19 0.214
C 25.75 -7.91 -24.02 -0.370
O 25.60 -7.96 -25.24 0.096
C 26.02 -6.71 -23.11 -0.342
O 25.98 -7.16 -21.83 0.230
O 26.30 -5.59 -23.48 0.104
O 20.20 -3.82 -18.51 0.105
C 21.38 -3.88 -18.08 -0.930
O 22.15 -3.32 -18.93 -0.081
O 21.62 -4.64 -17.11 -0.053
H 20.80 -3.39 -19.11 -0.030
Br 20.58 -5.36 -28.93 0.572
C 21.02 -3.53 -28.23 -0.687
C 22.48 -3.30 -28.25 -0.617
Br 22.89 -1.68 -27.07 0.508
H 20.71 -3.56 -27.19 0.042
H 20.42 -2.81 -28.79 0.060
H 22.70 -3.12 -29.31 0.065
H 23.06 -4.07 -27.75 0.057


(2)
22
Properties=species:S:1:pos:R:3:lowdin_charge:R:1 method="wB97M-V/def2-TZVPD" fmax_ev_per_a=2.2 smiles="O/N=C/c1ccc2ccccc2c1" de_lowest_kj_mol=9.7 homo_lumo_gap_ev=8.40 e_homo_ev=-8.169
O 4.65 -0.62 -0.01 -0.062
N 3.31 -0.78 0.06 -0.018
C 2.75 0.38 -0.03 -0.094
C 1.28 0.50 0.00 -0.215
C 0.67 1.78 -0.03 -0.032
C -0.70 1.91 0.00 -0.034
C -1.52 0.79 -0.01 -0.172
C -2.93 0.87 0.04 -0.045
C -3.72 -0.23 0.05 -0.079
C -3.11 -1.51 -0.06 -0.096
C -1.76 -1.67 -0.05 -0.045
C -0.92 -0.52 -0.02 -0.136
C 0.51 -0.63 0.03 0.019
H 5.02 -1.50 0.14 0.097
H 3.33 1.30 -0.17 0.130
H 1.32 2.64 0.00 0.105
H -1.10 2.92 -0.03 0.116
H -3.38 1.84 0.08 0.105
H -4.80 -0.12 0.11 0.104
H -3.76 -2.40 -0.03 0.111
H -1.31 -2.67 -0.03 0.117
H 0.97 -1.63 0.09 0.123


(3)
240
Properties=species:S:1:pos:R:3:lowdin_charge:R:1 method="wB97M-V/def2-TZVPD" fmax_ev_per_a=3.9 de_lowest_kj_mol=290.9 homo_lumo_gap_ev=9.61 e_homo_ev=-8.993
C -2.06 -5.14 1.53 -0.094
C -2.31 -4.43 2.67 -0.094
C -3.13 -4.97 3.71 -0.043
C -3.89 -6.14 3.46 -0.062
C -3.54 -6.90 2.35 -0.099
C -2.65 -6.43 1.41 -0.090
H -1.37 -4.78 0.79 0.078
H -1.80 -3.49 2.80 0.077
H -3.42 -4.35 4.54 0.064
H -4.55 -6.39 4.23 0.080
H -3.91 -7.88 2.19 0.091
H -2.54 -7.00 0.53 0.085
C 2.68 -3.82 -5.88 -0.090
C 2.67 -4.97 -5.09 -0.086
C 3.87 -5.66 -4.84 -0.074
C 5.10 -5.18 -5.35 -0.098
C 5.11 -4.06 -6.15 -0.109
C 3.92 -3.33 -6.32 -0.112
H 1.66 -3.46 -6.18 0.084
H 1.75 -5.32 -4.68 0.087
H 3.76 -6.57 -4.27 0.092
H 6.08 -5.67 -5.15 0.106
H 6.06 -3.70 -6.59 0.109
H 3.98 -2.37 -6.89 0.095
C 4.01 -4.01 -0.87 -0.115
C 4.14 -5.27 -0.33 -0.099
C 2.99 -6.06 -0.12 -0.064
C 1.73 -5.45 -0.43 -0.099
C 1.69 -4.22 -0.99 -0.134
C 2.80 -3.47 -1.17 -0.099
H 4.80 -3.26 -1.01 0.107
H 5.17 -5.63 -0.05 0.120
H 2.94 -7.13 0.13 0.104
H 0.82 -6.04 -0.29 0.101
H 0.78 -3.76 -1.19 0.073
H 2.60 -2.46 -1.48 0.101
C -3.47 5.65 -0.14 -0.115
C -2.84 5.06 0.93 -0.106
C -3.35 3.94 1.58 -0.077
C -4.52 3.35 1.04 -0.078
C -5.24 3.96 -0.02 -0.072
C -4.70 5.14 -0.58 -0.109
H -3.06 6.52 -0.64 0.102
H -1.83 5.45 1.29 0.108
H -2.75 3.41 2.34 0.089
H -5.00 2.47 1.49 0.087
H -6.21 3.58 -0.32 0.097
H -5.17 5.66 -1.36 0.084
C -1.16 -0.43 -7.91 -0.078
C -0.05 -0.24 -7.12 -0.067
C 1.00 -1.13 -7.34 -0.106
C 0.84 -2.23 -8.15 -0.107
C -0.36 -2.47 -8.91 -0.089
C -1.33 -1.53 -8.78 -0.110
H -1.97 0.26 -7.82 0.082
H 0.05 0.50 -6.34 0.075
H 1.99 -0.90 -7.00 0.077
H 1.66 -2.93 -8.29 0.097
H -0.47 -3.29 -9.63 0.112
H -2.19 -1.73 -9.42 0.106
C 1.18 7.02 -1.53 -0.081
C 1.45 6.48 -0.24 -0.096
C 2.29 5.41 -0.09 -0.079
C 2.81 4.81 -1.26 -0.082
C 2.56 5.31 -2.54 -0.097
C 1.71 6.40 -2.66 -0.124
H 0.61 7.96 -1.58 0.105
H 1.03 6.97 0.58 0.076
H 2.42 4.97 0.91 0.097
H 3.37 3.89 -1.19 0.067
H 3.11 4.87 -3.40 0.116
H 1.33 6.83 -3.59 0.104
C 6.85 0.94 1.06 -0.052
C 6.42 2.22 1.04 -0.141
C 5.11 2.55 1.32 -0.092
C 4.16 1.59 1.62 -0.100
C 4.58 0.29 1.81 -0.121
C 5.85 -0.08 1.44 -0.060
H 7.87 0.62 0.95 0.092
H 7.10 3.09 0.90 0.119
H 4.79 3.65 1.25 0.129
H 3.16 1.82 1.84 0.055
H 3.82 -0.42 2.09 0.073
H 6.13 -1.10 1.41 0.084
C -4.40 -1.26 -5.26 -0.080
C -4.84 -0.65 -4.13 -0.113
C -5.80 0.38 -4.18 -0.108
C -6.17 0.92 -5.43 -0.089
C -5.71 0.31 -6.65 -0.085
C -4.93 -0.83 -6.52 -0.096
H -3.79 -2.15 -5.21 0.087
H -4.52 -1.06 -3.15 0.105
H -6.34 0.62 -3.22 0.114
H -6.83 1.76 -5.43 0.085
H -6.11 0.66 -7.62 0.106
H -4.52 -1.38 -7.35 0.090
C 3.89 -2.67 4.19 -0.100
C 3.42 -3.35 5.28 -0.115
C 2.30 -4.14 5.27 -0.095
C 1.61 -4.28 4.06 -0.094
C 2.08 -3.65 2.94 -0.098
C 3.17 -2.78 3.00 -0.091
H 4.72 -1.99 4.10 0.087
H 3.97 -3.32 6.26 0.125
H 1.92 -4.70 6.08 0.094
H 0.78 -4.98 3.98 0.109
H 1.56 -3.75 1.96 0.101
H 3.68 -2.38 2.13 0.084
C 6.86 5.43 -4.11 -0.133
C 7.07 4.96 -2.82 -0.110
C 6.87 3.64 -2.54 -0.071
C 6.39 2.83 -3.61 -0.083
C 6.20 3.36 -4.85 -0.100
C 6.35 4.73 -5.13 -0.081
H 6.93 6.49 -4.17 0.095
H 7.38 5.68 -2.02 0.121
H 7.05 3.14 -1.57 0.091
H 6.02 1.85 -3.43 0.071
H 5.96 2.66 -5.66 0.107
H 6.25 5.05 -6.13 0.092
C 2.71 5.10 3.98 -0.093
C 2.57 3.76 3.90 -0.113
C 1.38 3.14 3.50 -0.087
C 0.25 3.90 3.19 -0.099
C 0.32 5.24 3.41 -0.107
C 1.57 5.85 3.69 -0.076
H 3.53 5.61 4.42 0.100
H 3.43 3.11 4.06 0.095
H 1.39 2.07 3.35 0.088
H -0.71 3.40 3.12 0.092
H -0.46 5.94 3.23 0.087
H 1.50 6.94 3.71 0.103
C -0.57 3.98 -3.93 -0.103
C -1.63 4.36 -3.09 -0.088
C -2.87 3.79 -3.25 -0.069
C -3.03 2.70 -4.15 -0.081
C -2.00 2.28 -4.94 -0.069
C -0.72 2.91 -4.75 -0.093
H 0.38 4.61 -3.90 0.096
H -1.55 5.18 -2.36 0.097
H -3.69 4.09 -2.61 0.069
H -3.98 2.19 -4.26 0.073
H -2.17 1.51 -5.68 0.084
H 0.09 2.48 -5.32 0.076
C 4.36 -0.46 -3.38 -0.105
C 4.17 0.30 -2.20 -0.075
C 3.17 1.25 -2.28 -0.082
C 2.51 1.59 -3.50 -0.060
C 2.81 0.84 -4.59 -0.097
C 3.70 -0.23 -4.54 -0.092
H 5.03 -1.30 -3.22 0.103
H 4.63 0.19 -1.22 0.093
H 2.98 1.92 -1.45 0.070
H 1.88 2.45 -3.49 0.074
H 2.33 1.03 -5.52 0.081
H 3.91 -0.81 -5.43 0.077
C -2.11 -5.00 -5.26 -0.090
C -2.58 -5.53 -4.07 -0.115
C -2.44 -4.83 -2.90 -0.090
C -1.79 -3.59 -2.97 -0.076
C -1.31 -3.04 -4.17 -0.083
C -1.40 -3.80 -5.31 -0.102
H -2.00 -5.70 -6.15 0.123
H -2.95 -6.55 -3.94 0.105
H -2.86 -5.30 -1.99 0.095
H -1.60 -3.01 -2.07 0.075
H -0.70 -2.17 -4.20 0.101
H -0.98 -3.48 -6.20 0.064
C -3.07 3.76 8.25 -0.099
C -1.87 4.20 7.68 -0.104
C -1.15 3.34 6.84 -0.084
C -1.62 2.02 6.66 -0.049
C -2.78 1.53 7.36 -0.084
C -3.45 2.41 8.22 -0.100
H -3.66 4.46 8.83 0.094
H -1.62 5.25 7.70 0.098
H -0.26 3.76 6.35 0.094
H -1.07 1.30 6.07 0.071
H -3.13 0.58 7.19 0.054
H -4.34 2.13 8.84 0.112
C -1.96 -2.63 6.66 -0.084
C -0.60 -2.29 6.49 -0.088
C -0.19 -1.48 5.43 -0.093
C -1.18 -1.01 4.59 -0.137
C -2.51 -1.29 4.70 -0.115
C -2.92 -2.15 5.72 -0.113
H -2.33 -3.11 7.58 0.106
H 0.10 -2.59 7.31 0.118
H 0.84 -1.42 5.12 0.096
H -0.99 -0.32 3.74 0.110
H -3.24 -0.96 3.98 0.086
H -4.02 -2.42 5.86 0.128
C -6.26 -3.35 -1.07 -0.093
C -5.06 -3.47 -0.49 -0.103
C -4.58 -2.43 0.29 -0.071
C -5.29 -1.26 0.39 -0.104
C -6.53 -1.16 -0.17 -0.118
C -6.99 -2.17 -0.96 -0.080
H -6.61 -4.27 -1.61 0.130
H -4.52 -4.39 -0.53 0.085
H -3.70 -2.53 0.89 0.075
H -4.94 -0.47 1.05 0.099
H -7.25 -0.39 -0.09 0.104
H -7.98 -2.12 -1.19 0.075
C 0.50 0.62 0.52 -0.089
C -0.22 1.34 -0.43 -0.048
C -1.41 0.76 -1.00 -0.036
C -1.78 -0.52 -0.66 -0.104
C -1.10 -1.17 0.32 -0.111
C 0.04 -0.64 0.85 -0.108
H 1.39 1.03 0.93 0.062
H 0.11 2.28 -0.86 0.098
H -1.92 1.42 -1.64 0.072
H -2.67 -0.92 -1.08 0.072
H -1.41 -2.18 0.68 0.096
H 0.61 -1.17 1.63 0.100
C -7.01 -0.36 3.58 -0.071
C -8.13 -0.73 4.34 -0.077
C -8.21 -0.22 5.62 -0.105
C -7.19 0.51 6.16 -0.110
C -6.04 0.85 5.47 -0.080
C -6.01 0.38 4.19 -0.109
H -6.92 -0.69 2.59 0.060
H -8.94 -1.35 3.93 0.112
H -9.09 -0.36 6.24 0.102
H -7.31 0.99 7.13 0.103
H -5.25 1.30 6.05 0.088
H -5.07 0.43 3.64 0.081
C 5.43 1.74 7.90 -0.083
C 4.07 1.59 7.54 -0.067
C 3.77 1.03 6.28 -0.115
C 4.78 0.59 5.48 -0.116
C 6.14 0.71 5.84 -0.062
C 6.46 1.39 7.01 -0.090
H 5.72 2.01 8.92 0.103
H 3.24 2.05 8.03 0.090
H 2.75 0.98 5.82 0.112
H 4.50 0.11 4.53 0.069
H 6.82 0.33 5.15 0.076
H 7.48 1.43 7.27 0.085


(4)
50
Properties=species:S:1:pos:R:3:lowdin_charge:R:1 method="wB97M-V/def2-TZVPD" fmax_ev_per_a=1.6 charge=-2 de_lowest_kj_mol=19.3 homo_lumo_gap_ev=7.12 e_homo_ev=-4.087
Cu 0.04 -1.16 0.95 0.453
As -2.59 -3.08 3.02 0.790
F -2.73 -1.76 4.15 -0.262
F -3.42 -2.18 1.75 -0.273
F -2.30 -4.38 1.93 -0.244
F -1.70 -4.02 4.25 -0.294
F -4.11 -3.75 3.56 -0.281
F -1.11 -2.26 2.42 -0.287
As -0.46 1.74 3.48 0.806
F -1.35 3.03 4.28 -0.278
F 1.06 2.14 4.28 -0.278
F 0.32 0.40 2.56 -0.286
F -1.93 1.34 2.61 -0.256
F 0.01 2.81 2.19 -0.265
F -0.89 0.59 4.73 -0.255
As -0.51 -3.86 -1.88 0.780
F -0.23 -2.69 -3.18 -0.288
F 1.23 -4.21 -2.02 -0.298
F -0.68 -5.11 -0.66 -0.266
F -2.19 -3.42 -1.71 -0.254
F -0.90 -5.06 -3.08 -0.278
F -0.06 -2.66 -0.67 -0.268
C 6.44 -0.83 -1.61 -0.080
C 5.59 -1.49 -0.70 -0.065
C 4.34 -0.99 -0.45 0.018
C 3.98 0.21 -1.09 -0.125
C 4.83 0.89 -1.92 -0.013
C 6.13 0.43 -2.11 -0.077
N 2.59 0.65 -0.90 -0.322
O 2.31 1.74 -1.35 0.094
O 1.77 -0.09 -0.42 0.085
H 7.35 -1.32 -1.94 0.097
H 6.03 -2.33 -0.18 0.106
H 3.79 -1.48 0.34 0.129
H 4.57 1.83 -2.38 0.119
H 6.79 0.94 -2.79 0.100
C -3.55 4.61 -1.23 -0.096
C -4.07 3.69 -2.12 -0.092
C -3.62 2.38 -2.07 -0.010
C -2.77 2.00 -1.04 -0.121
C -2.37 2.90 -0.07 0.011
C -2.69 4.23 -0.19 -0.050
N -2.28 0.61 -0.97 -0.306
O -1.28 0.43 -0.31 0.062
O -2.83 -0.24 -1.63 0.119
H -3.89 5.64 -1.33 0.094
H -4.75 4.00 -2.91 0.095
H -3.80 1.67 -2.86 0.116
H -1.78 2.47 0.73 0.085
H -2.34 4.99 0.49 0.108


(5)
36
Properties=species:S:1:pos:R:3:lowdin_spin:R:1 method="wB97M-V/def2-TZVPD" fmax_ev_per_a=4.5 charge=-2 homo_lumo_gap_ev="2.77 / 5.51" e_homo_ev="0.794 / -1.958" spin_multiplicity=7
Mn -11.37 6.09 -8.11 4.696
Br -9.16 4.96 -9.06 0.061
Br -13.35 4.81 -8.86 0.068
B -11.17 8.16 -6.78 0.008
F -12.10 7.23 -6.54 0.044
F -10.08 7.39 -7.22 0.041
F -11.67 8.93 -7.78 0.006
F -10.85 8.86 -5.70 0.002
C -9.97 6.50 -1.44 0.000
C -10.44 5.24 -1.30 0.000
C -10.75 4.50 -2.48 0.000
C -10.58 5.10 -3.76 0.001
C -10.04 6.39 -3.79 0.000
C -9.77 7.09 -2.66 0.000
N -10.93 4.36 -5.00 0.005
O -11.26 3.18 -4.93 0.008
O -10.81 4.97 -6.06 0.017
H -9.86 7.01 -0.49 0.000
H -10.70 4.78 -0.35 0.000
H -11.16 3.52 -2.31 0.000
H -9.87 6.98 -4.68 0.000
H -9.40 8.10 -2.69 0.000
C -14.20 9.10 -13.88 0.109
C -14.55 8.52 -12.66 0.010
C -13.56 8.07 -11.76 0.077
C -12.23 8.16 -12.13 0.055
C -11.88 8.75 -13.33 0.059
C -12.83 9.15 -14.25 0.003
N -11.18 7.59 -11.24 0.267
O -10.05 7.41 -11.66 0.257
O -11.45 7.18 -10.08 0.186
H -15.01 9.47 -14.49 0.009
H -15.57 8.38 -12.33 -0.002
H -13.80 7.74 -10.76 0.006
H -10.83 8.77 -13.58 0.007
H -12.47 9.64 -15.14 -0.002


Record order is preserved below.
Calculated total energy: -193392.760 -15089.169 -126380.187 -299855.048 -206732.496 eV